Record 1
A structure of composition C12H31Cl2LaN2PS, computed with ωB97M-V with the def2-TZVPD basis set.

Positions of all 50 atoms, in Å:
H: -0.228 -2.832 -3.293
H: 0.839 2.872 2.036
H: 1.147 -1.911 -4.477
H: -0.450 -2.095 5.218
H: 0.680 -0.884 7.608
H: 2.256 0.271 -2.603
La: 0.231 0.068 0.894
H: -0.044 -2.507 7.425
Cl: -1.560 -1.768 1.025
C: -1.183 -2.344 -3.060
H: 2.205 -1.635 -0.893
H: -1.462 -2.582 -2.019
H: -1.280 1.035 7.098
H: 0.961 1.857 -4.625
P: -0.024 -0.029 -2.083
C: 1.654 -0.965 -4.265
H: -0.990 3.650 -2.455
C: 2.221 -1.788 -1.988
C: -0.176 -1.443 7.231
H: -1.094 -1.115 7.743
H: -3.212 -0.870 -3.859
H: 0.947 2.101 -2.284
C: -0.038 1.926 -4.195
H: 0.896 1.629 5.205
H: -2.149 2.286 -2.298
H: -0.687 1.211 -4.714
H: -0.237 2.479 7.022
Cl: 2.680 -0.670 1.330
C: -1.132 2.634 -2.044
H: -0.421 2.921 -4.457
H: -2.937 -0.171 -2.226
H: 1.216 -0.198 -4.909
S: 0.218 -0.214 3.433
H: 1.738 -2.756 -2.219
H: 1.493 2.734 1.656
H: -0.730 -0.663 -4.309
H: -2.592 0.767 -3.711
C: -1.143 -0.827 -3.299
C: -2.551 -0.229 -3.256
N: 0.409 0.951 5.787
C: -0.030 1.752 -2.670
H: -1.041 2.721 -0.948
H: 3.290 -1.841 -2.267
C: -0.239 1.384 7.018
H: 2.699 -1.085 -4.569
C: 0.082 -0.181 5.129
H: -1.925 -2.773 -3.753
N: -0.277 -1.281 5.803
C: 1.625 -0.615 -2.785
H: 0.348 1.023 7.871

For the maximum force, the calculation gives 0.05243 Eh/bohr. Its total energy is -2276.8448 hartree. The HOMO energy (alpha / beta) comes out at -0.546 / -0.687 eV. For the LUMO energy (alpha / beta), the calculation gives 2.69 / 2.77 eV. Its net charge is -1. Its frontier orbital gap (alpha / beta) is 3.2 / 3.5 eV.

These are the natural (NBO) partial charges, in e, on atoms 1 to 4: number 1, H, carries 0.202; number 2, H, carries 0.007; number 3, H, carries 0.201; number 4, H, carries 0.405

Record 2
The molecule C4H5FOS, computed with ωB97M-V with the def2-TZVPD basis set.

Positions of all 12 atoms, in Å:
S: 0.819 0.535 -0.790
C: -0.162 1.209 1.684
F: -1.421 1.197 1.229
H: 1.867 0.905 1.408
O: -0.152 -1.481 -2.047
H: 0.274 -1.902 1.001
C: 0.890 0.888 0.938
H: -0.089 1.464 2.757
H: -0.933 -2.727 -0.002
H: -1.293 -1.127 0.790
C: -0.023 -1.044 -0.934
C: -0.526 -1.736 0.312

For the maximum force, the calculation gives 0.02596 Eh/bohr. The calculation puts the energy above the lowest of the compared OMol25 structures with the same formula, charge and spin at 4.6 kcal/mol. Its SMILES is CC(=O)S/C=C\F. Its total energy is -728.6798 hartree. The HOMO energy comes out at -9.477 eV. For the LUMO energy, the calculation gives 0.72 eV. Its net charge is 0. Its frontier orbital gap is 10.2 eV.

These are the natural (NBO) partial charges, in e, on atoms 1 to 4: number 1, S, carries 0.235; number 2, C, carries 0.261; number 3, F, carries -0.325; number 4, H, carries 0.237

Record 3
A cluster of 4 separate species, CH12NO3 in total, computed with ωB97M-V with the def2-TZVPD basis set.

Positions of all 17 atoms, in Å:
H: -2.171 -1.869 -0.325
H: -1.174 0.290 -2.190
C: -1.740 -0.870 -0.569
H: 0.620 -0.077 3.793
H: 2.166 -1.083 -0.964
N: -1.167 -0.749 -1.942
H: -0.936 -0.655 0.182
H: 0.388 -1.606 3.815
H: -1.619 -1.378 -2.729
O: 0.260 2.623 -0.404
H: -0.169 -1.004 -2.017
O: 1.831 -0.195 -0.613
O: 0.429 -0.882 3.179
H: 0.014 3.344 0.198
H: 1.037 2.327 0.284
H: 2.701 -0.015 0.011
H: -2.413 -0.169 -0.349

For the maximum force, the calculation gives 0.09437 Eh/bohr. The calculation puts the energy above the lowest of the compared OMol25 structures with the same formula, charge and spin at 61.2 kcal/mol. Its total energy is -325.4682 hartree. The HOMO energy comes out at -14.327 eV. For the LUMO energy, the calculation gives -3.62 eV. Its net charge is +1. Its frontier orbital gap is 10.7 eV.

These are the natural (NBO) partial charges, in e, on atoms 1 to 4: number 1, H, carries 0.243; number 2, H, carries 0.472; number 3, C, carries -0.435; number 4, H, carries 0.478

Record 4
The molecule C7H10, computed with ωB97M-V with the def2-TZVPD basis set.

Positions of all 17 atoms, in Å:
C: -0.264 -1.269 0.030
H: 0.714 0.570 1.317
C: 0.785 -0.448 -0.481
H: -0.236 -1.617 1.109
C: 0.960 0.690 0.338
H: 2.923 0.535 -0.805
H: -2.223 1.370 -0.280
C: 2.223 0.009 0.015
C: -0.248 1.605 0.008
C: -1.361 0.919 -0.082
H: -1.855 -0.988 1.058
H: 0.714 -0.273 -1.495
C: -1.616 -0.479 0.045
H: 2.805 -0.413 0.706
H: -0.574 -2.144 -0.471
H: -0.512 2.782 -0.303
H: -2.237 -0.848 -0.708

For the maximum force, the calculation gives 0.13161 Eh/bohr. The calculation puts the energy above the lowest of the compared OMol25 structures with the same formula, charge and spin at 129.2 kcal/mol. Its SMILES is C1=C[C@@H]2C[C@H]2CC1. Its total energy is -272.5121 hartree. The HOMO energy comes out at -8.919 eV. For the LUMO energy, the calculation gives 1.20 eV. Its net charge is 0. Its frontier orbital gap is 10.1 eV.

These are the natural (NBO) partial charges, in e, on atoms 1 to 4: number 1, C, carries -0.381; number 2, H, carries 0.211; number 3, C, carries -0.220; number 4, H, carries 0.192

Record 5
A structure of composition C4H7OTm, computed with ωB97M-V with the def2-TZVPD basis set.

Positions of all 13 atoms, in Å:
O: -0.510 -0.322 1.934
H: 1.151 0.858 1.279
H: -2.107 0.359 -0.894
Tm: -0.999 -2.226 2.955
C: 0.027 0.244 0.924
H: -1.137 -0.586 -2.127
C: -1.144 -0.126 -1.123
H: 0.719 0.969 -1.799
C: 0.030 0.816 -0.950
H: 2.113 -0.331 0.569
C: 1.134 -0.212 0.093
H: 1.019 -1.221 -0.328
H: -0.297 1.778 -0.533

For the maximum force, the calculation gives 0.21740 Eh/bohr. The expectation value of S² is 2.012. The calculation puts the energy above the lowest of the compared OMol25 structures with the same formula, charge and spin at 132.1 kcal/mol. Its total energy is -1316.0514 hartree. The HOMO energy (alpha / beta) comes out at -16.776 / -16.813 eV. For the LUMO energy (alpha / beta), the calculation gives -9.89 / -9.92 eV. Its net charge is +2. Its multiplicity is 3. Its frontier orbital gap (alpha / beta) is 6.9 / 6.9 eV.

These are the natural (NBO) partial charges, in e, on atoms 1 to 4: number 1, O, carries -0.882; number 2, H, carries 0.267; number 3, H, carries 0.213; number 4, Tm, carries 1.908

Record 6
A structure of composition C10H19Br3N6O5, computed with ωB97M-V with the def2-TZVPD basis set.

Positions of all 43 atoms, in Å:
H: 2.856 2.041 -3.346
H: -2.214 0.669 -0.746
H: -4.935 -1.427 0.334
H: 3.947 1.114 -0.340
H: 3.147 2.262 -1.433
O: 1.778 1.416 6.304
C: 1.446 -0.697 5.337
N: 0.634 -0.276 -1.294
H: 1.955 0.687 6.902
H: 0.800 0.308 -2.100
O: 3.925 -0.716 -2.319
H: -1.039 1.200 -1.955
H: 1.035 2.293 3.784
H: -2.473 2.785 -4.297
O: -5.504 -2.993 -1.377
H: -0.208 -1.378 1.368
O: 0.153 -1.862 2.114
C: 3.506 0.442 -2.204
H: 1.204 -2.640 4.473
N: 2.897 1.040 -3.219
N: -4.113 -1.669 -0.200
Br: -1.273 3.652 -6.479
C: 1.118 -1.577 4.301
H: 1.972 -1.224 6.119
Br: -0.416 1.209 -4.409
C: -1.433 2.905 -4.600
C: -0.556 -0.404 -0.823
H: -2.465 -2.621 -1.372
H: 1.222 -1.074 -1.103
H: -3.398 -3.676 -2.428
N: -1.316 0.589 -1.201
O: -0.991 -1.221 -0.040
C: 0.644 0.331 2.963
H: 2.824 0.408 -4.003
Br: -0.537 4.107 -3.232
C: 1.034 1.232 3.982
C: 0.613 -1.049 3.128
H: -3.179 -1.410 0.084
N: -3.346 -3.023 -1.660
H: 0.220 0.808 2.092
C: -4.416 -2.556 -1.128
N: 3.497 1.340 -1.215
C: 1.387 0.657 5.239

For the maximum force, the calculation gives 0.10741 Eh/bohr. The expectation value of S² is 0.754. The calculation puts the energy above the lowest of the compared OMol25 structures with the same formula, charge and spin at 0.0 kcal/mol. Its total energy is -8819.3307 hartree. The HOMO energy (alpha / beta) comes out at -2.030 / -6.142 eV. For the LUMO energy (alpha / beta), the calculation gives 2.30 / 2.26 eV. Its net charge is -1. Its multiplicity is 2. Its frontier orbital gap (alpha / beta) is 4.3 / 8.4 eV.

These are the natural (NBO) partial charges, in e, on atoms 1 to 4: number 1, H, carries 0.399; number 2, H, carries 0.397; number 3, H, carries 0.393; number 4, H, carries 0.403

Which of these has the highest net charge?
C4H7OTm

Among the records above, which one has the highest maximum force?
C4H7OTm

Which value of total energy does entry 2 give?
-728.6798 hartree

Which formula does entry 2 have?
C4H5FOS